# 1
Below is 2 unconnected molecules or ions with the total composition C7H14ClNS, with properties calculated with wB97M-V/def2-TZVPD.

Each line ends with the natural charge from an NBO analysis.
Cartesian coordinates (Å):
C -0.41 -0.20 3.17  -0.44
N 0.04 -0.34 1.79  -0.41
C 0.24 0.71 1.15  0.13
C 0.93 0.64 -0.12  -0.47
C 0.16 1.17 -1.32  -0.23
C 1.05 1.20 -2.56  -0.59
C -1.02 0.27 -1.72  -0.60
H -1.54 -0.24 3.01  0.22
H 0.05 -0.98 3.73  0.20
H -0.07 0.71 3.56  0.18
H 0.18 1.73 1.53  0.15
H 2.00 1.09 -0.16  0.23
H 1.14 -0.45 -0.37  0.23
H -0.31 2.08 -1.26  0.20
H 2.06 1.70 -2.36  0.20
H 1.23 0.09 -2.69  0.20
H 0.64 1.65 -3.41  0.21
H -1.80 0.04 -0.88  0.21
H -1.48 0.65 -2.65  0.21
H -0.59 -0.65 -1.93  0.20
S -2.21 -2.83 1.21  0.08
C -0.64 -2.75 1.00  -0.33
Cl 0.28 -2.81 -0.45  0.02
H 0.08 -2.50 1.75  0.21

Its LUMO energy is -0.15 eV. The orbital gap is 8.86 eV. The value obtained for the total energy is -32331.3456 eV. As for the SMILES: C/N=C/CC(C)C.S=CCl. The value obtained for the energy above the lowest of the compared OMol25 structures with the same formula, charge and spin is 3.0 kcal per mole.

# 2
Below is a molecular structure, C7H14F2NO10PdS2, with properties calculated with wB97M-V/def2-TZVPD.

Each line ends with the natural charge from an NBO analysis.
Cartesian coordinates (Å):
Pd 0.98 -0.15 0.22  1.22
C 2.39 -0.53 -1.92  0.93
O 2.77 -0.74 -0.67  -0.79
O 1.09 -0.04 -1.94  -0.83
O 2.99 -0.81 -2.96  -0.71
N 0.51 0.26 2.61  -1.34
S 0.55 -0.83 3.72  2.53
O 0.17 -2.07 3.10  -0.93
O -0.01 -0.35 4.95  -0.91
F 2.17 -1.17 4.06  -0.52
S 0.73 1.78 2.77  2.58
O 1.56 2.00 3.88  -0.93
O -0.45 2.56 2.50  -0.92
F 1.61 1.97 1.53  -0.49
C 0.59 3.13 -1.65  -0.24
O -0.18 2.53 -0.68  -0.53
C -1.26 1.81 -1.21  -0.10
C -2.05 1.13 -0.12  -0.07
O -1.30 0.01 0.38  -0.57
C -1.90 -1.26 0.21  -0.09
C -1.29 -2.23 -0.82  -0.09
O 0.09 -2.37 -0.48  -0.55
C 0.86 -2.98 -1.48  -0.26
H 0.73 2.43 -2.45  0.20
H 1.55 3.38 -1.25  0.19
H 0.01 4.07 -2.00  0.14
H -0.97 1.06 -1.92  0.21
H -2.01 2.35 -1.85  0.16
H -2.96 0.71 -0.53  0.17
H -2.33 1.78 0.70  0.21
H -2.97 -1.22 0.08  0.18
H -1.66 -1.78 1.14  0.22
H -1.44 -1.94 -1.87  0.18
H -1.71 -3.22 -0.81  0.18
H 0.93 -2.26 -2.31  0.21
H 0.37 -3.87 -1.84  0.15
H 1.84 -3.14 -1.09  0.22

Its LUMO energy (alpha / beta) is 2.76 / 1.81 eV. The orbital gap (alpha / beta) is 8.11 / 7.99 eV. As for the expectation value of S²: 2.01. The value obtained for the total energy is -60035.2052 eV. The multiplicity is 3. The net charge is -1.

# 3
Below is a gas-phase ion, C7H14N (charge +1), with properties calculated with wB97M-V/def2-TZVPD.

Each line ends with the natural charge from an NBO analysis.
Cartesian coordinates (Å):
C 3.00 -0.89 0.42  -0.31
C 1.96 -0.11 0.28  -0.05
C 1.45 1.30 0.66  -0.45
C 0.57 0.27 -0.16  0.09
N 0.34 0.62 -1.60  -0.67
C -0.67 -0.41 0.53  -0.22
C -1.67 0.58 1.13  -0.61
C -1.57 -1.31 -0.44  -0.65
H 3.16 -1.87 0.05  0.23
H 3.87 -0.52 1.04  0.23
H 1.26 1.33 1.67  0.25
H 1.78 2.23 0.26  0.24
H -0.42 1.34 -1.59  0.44
H 0.10 -0.16 -2.19  0.46
H 1.18 1.11 -1.74  0.45
H -0.20 -1.11 1.17  0.24
H -1.28 1.57 1.16  0.21
H -1.84 0.45 2.15  0.24
H -2.50 0.52 0.62  0.21
H -2.11 -0.60 -1.16  0.19
H -2.42 -1.76 0.20  0.26
H -1.26 -2.19 -0.91  0.23

Its LUMO energy is -3.43 eV. The orbital gap is 10.87 eV. The value obtained for the total energy is -8966.2839 eV. As for the SMILES: C=C1C[C@]1([NH3+])C(C)C. The value obtained for the energy above the lowest of the compared OMol25 structures with the same formula, charge and spin is 64.4 kcal per mole. The net charge is +1.

# 4
Below is a molecular structure, C7H14N, with properties calculated with wB97M-V/def2-TZVPD.

Each line ends with the natural charge from an NBO analysis.
Cartesian coordinates (Å):
C 2.41 -0.07 -0.53  0.46
C -0.22 -0.51 0.31  0.14
C 1.57 0.93 -0.67  -0.44
C 0.08 0.59 0.65  -0.09
C 2.63 -1.21 0.15  -0.81
C -0.85 -1.60 -0.41  -0.76
C 0.18 1.84 1.42  -0.65
N -3.47 0.15 -0.78  -1.07
H 1.98 1.81 -0.31  0.30
H 1.04 0.95 -1.66  0.33
H 2.87 -2.03 -0.49  0.33
H 1.92 -1.39 0.93  0.26
H 3.62 -0.98 0.63  0.35
H -0.30 -2.12 -1.22  0.25
H -1.83 -1.20 -0.88  0.31
H -1.06 -2.41 0.40  0.27
H 1.06 2.42 1.13  0.21
H 0.40 1.67 2.48  0.26
H -0.73 2.41 1.22  0.26
H -4.13 -0.60 -0.88  0.37
H -3.42 0.66 -1.53  0.36
H -3.73 0.69 0.04  0.37

Its LUMO energy is -5.13 eV. The orbital gap is 7.66 eV. The value obtained for the total energy is -8962.3967 eV. The value obtained for the energy above the lowest of the compared OMol25 structures with the same formula, charge and spin is 154.1 kcal per mole. The net charge is +1.

# 5
Below is 2 unconnected molecules or ions with the total composition C7H14N2, with properties calculated with wB97M-V/def2-TZVPD.

Each line ends with the natural charge from an NBO analysis.
Cartesian coordinates (Å):
C -2.36 -1.84 -0.97  -0.60
C -2.20 -2.25 0.49  -0.44
C -1.08 -1.36 0.99  0.11
C -1.13 -0.02 1.47  -0.11
N 0.15 0.28 1.90  -0.54
C 0.92 -0.98 1.74  0.14
N 0.11 -1.89 1.22  -0.45
H -2.91 -2.66 -1.65  0.20
H -1.37 -1.71 -1.42  0.21
H -2.94 -0.93 -1.22  0.21
H -3.10 -2.12 1.12  0.21
H -2.00 -3.28 0.48  0.23
H -1.99 0.55 1.78  0.22
H 0.53 1.16 2.18  0.41
H 1.85 -0.91 2.32  0.21
C 1.62 2.05 -1.83  -0.60
C 2.74 2.43 -0.72  -0.60
H 2.12 2.22 -2.83  0.19
H 1.35 1.00 -1.85  0.21
H 0.81 2.67 -1.80  0.20
H 2.30 2.10 0.25  0.19
H 3.66 1.93 -0.93  0.21
H 2.92 3.57 -0.72  0.20

Its LUMO energy is 0.86 eV. The orbital gap is 9.10 eV. The value obtained for the total energy is -10464.7678 eV. As for the SMILES: CCc1c[nH]cn1.CC. The value obtained for the energy above the lowest of the compared OMol25 structures with the same formula, charge and spin is 36.9 kcal per mole.

# 6
Below is C7H14N2 in the gas phase, with properties calculated with wB97M-V/def2-TZVPD.

Each line ends with the natural charge from an NBO analysis.
Cartesian coordinates (Å):
H 1.65 -1.17 -1.62  0.33
N 1.89 -0.25 -1.29  -0.64
C 0.98 0.39 -0.69  0.38
C 1.32 1.76 -0.21  -0.69
C -0.40 -0.21 -0.24  -0.21
C -0.55 -1.67 -0.70  -0.61
C -1.45 0.57 -0.98  0.17
N -1.07 1.40 -1.85  -0.63
H -1.80 1.88 -2.37  0.35
C -0.65 -0.08 1.27  -0.39
C 0.42 -0.78 2.11  -0.61
H 0.53 2.45 -0.50  0.24
H 1.41 1.79 0.88  0.21
H 2.25 2.08 -0.66  0.24
H 0.24 -2.28 -0.28  0.22
H -1.52 -2.06 -0.38  0.21
H -0.51 -1.74 -1.78  0.22
H -2.49 0.32 -0.73  0.16
H -1.63 -0.50 1.51  0.21
H -0.68 0.98 1.54  0.21
H 1.41 -0.43 1.84  0.21
H 0.25 -0.58 3.17  0.21
H 0.38 -1.86 1.97  0.21

Its LUMO energy is 0.81 eV. The orbital gap is 10.08 eV. The value obtained for the total energy is -10465.6271 eV. As for the SMILES: [H]/N=C(/C)[C@](C)(/C=N/[H])CC. The value obtained for the energy above the lowest of the compared OMol25 structures with the same formula, charge and spin is 17.1 kcal per mole.

# 7
Below is 3 unconnected molecules or ions with the total composition C7H14N2, with properties calculated with wB97M-V/def2-TZVPD.

Each line ends with the natural charge from an NBO analysis.
Cartesian coordinates (Å):
C 0.05 0.56 0.41  0.47
C 0.07 -0.50 -0.52  0.02
C 0.18 0.32 1.88  -0.68
N -0.15 1.79 -0.02  -0.76
N -0.09 -0.18 -1.91  -0.90
C -2.10 -0.71 -0.10  -0.42
C 2.20 -0.16 -0.47  -0.36
C -3.06 0.20 -0.17  -0.50
C 2.95 -1.11 0.07  -0.48
H 0.22 -1.50 -0.15  0.21
H -0.15 2.58 0.59  0.40
H -0.24 1.91 -1.03  0.43
H -0.99 -0.51 -2.23  0.40
H 0.66 -0.59 -2.45  0.38
H -2.36 -1.75 0.13  0.16
H 2.64 0.71 -0.96  0.17
H 0.56 -0.68 2.07  0.24
H 0.86 1.04 2.33  0.23
H -0.81 0.41 2.34  0.26
H -2.84 1.25 -0.38  0.16
H -4.13 -0.01 -0.03  0.18
H 2.50 -1.97 0.57  0.17
H 4.04 -1.12 0.04  0.19

Its LUMO energy is 0.88 eV. The orbital gap is 7.15 eV. The value obtained for the total energy is -10459.9537 eV. The value obtained for the energy above the lowest of the compared OMol25 structures with the same formula, charge and spin is 147.9 kcal per mole.

# 8
Below is C7H14N2 in the gas phase, with properties calculated with wB97M-V/def2-TZVPD.

Each line ends with the natural charge from an NBO analysis.
Cartesian coordinates (Å):
C 0.77 -2.14 -1.30  -0.42
N -0.04 -1.07 -0.77  -0.44
C -0.11 0.22 -1.66  -0.26
C 0.47 1.47 -0.67  -0.41
C 0.31 0.73 0.70  -0.11
C -1.24 0.63 0.86  -0.23
N -1.82 1.47 1.91  -0.85
C 1.03 -0.18 1.80  -0.34
C 0.91 -0.56 0.33  -0.09
H 0.85 -2.91 -0.56  0.21
H 0.20 -2.66 -2.20  0.19
H 1.80 -1.89 -1.75  0.16
H -1.31 0.30 -1.82  0.21
H 0.42 0.02 -2.67  0.21
H -0.32 2.26 -0.55  0.23
H 1.63 1.55 -0.80  0.23
H -1.80 0.61 -0.11  0.18
H -1.38 -0.34 1.23  0.19
H -2.12 2.53 1.51  0.35
H -2.70 0.94 2.32  0.37
H 0.48 -0.61 2.57  0.24
H 2.11 0.16 1.88  0.23
H 1.83 -0.53 -0.25  0.17

Its LUMO energy is 0.89 eV. The orbital gap is 9.39 eV. The value obtained for the total energy is -10459.4957 eV. As for the SMILES: CN1CC[C@@]2(CN)C[C@@H]12. The value obtained for the energy above the lowest of the compared OMol25 structures with the same formula, charge and spin is 158.5 kcal per mole.

# 9
Below is 2 unconnected molecules or ions with the total composition C7H14N2O3, with properties calculated with wB97M-V/def2-TZVPD.

Each line ends with the natural charge from an NBO analysis.
Cartesian coordinates (Å):
C 3.33 -0.40 -0.37  -0.33
C 1.90 -0.10 -0.83  0.69
C -0.47 0.02 -0.41  -0.17
C -0.35 1.49 0.08  0.79
C -1.77 -0.75 0.17  -0.19
C -2.91 -0.78 -1.12  -0.64
C -2.15 -0.45 1.58  -0.62
H 4.53 -0.22 1.36  0.36
H 3.22 0.87 1.17  0.37
H 3.20 -1.62 -0.48  0.21
H 3.99 0.02 -1.13  0.23
H 1.10 -0.66 0.88  0.41
H -0.53 -0.06 -1.59  0.28
H -1.47 -1.76 0.22  0.21
H -3.63 -1.62 -1.09  0.21
H -2.34 -1.10 -2.16  0.22
H -3.60 0.24 -1.22  0.23
H -1.21 -0.62 2.20  0.23
H -3.08 -0.91 1.80  0.23
H -2.34 0.76 1.59  0.20
H -0.49 3.53 -0.38  0.51
N 3.33 -0.21 1.12  -0.81
N 0.78 -0.68 -0.09  -0.65
O 1.68 0.69 -1.76  -0.61
O 0.54 1.90 0.89  -0.64
O -1.27 2.44 -0.42  -0.69

Its LUMO energy is 0.04 eV. The orbital gap is 9.72 eV. The value obtained for the total energy is -16604.2656 eV. The value obtained for the energy above the lowest of the compared OMol25 structures with the same formula, charge and spin is 131.8 kcal per mole.

# 10
Below is C7H14N2O4S2 in the gas phase, with properties calculated with wB97M-V/def2-TZVPD.

Each line ends with the natural charge from an NBO analysis.
Cartesian coordinates (Å):
C -1.70 -2.40 1.46  -0.60
C -1.24 -0.97 1.00  -0.24
N -1.08 -0.79 -0.44  -0.43
C -2.29 -0.57 -1.25  -0.23
C -2.61 0.99 -1.03  -0.60
C 0.07 -0.76 -1.06  -0.05
S 0.43 -0.73 -2.57  -0.02
S 1.56 -1.11 0.23  2.07
O 1.73 -2.56 0.33  -0.89
O 1.60 -0.42 1.49  -0.95
N 3.00 -0.37 -0.55  -0.51
O 3.37 0.83 0.13  -0.35
C 2.40 1.79 -0.02  0.82
C 2.97 2.99 0.64  -0.71
O 1.34 1.67 -0.54  -0.59
H -0.99 -3.17 1.35  0.23
H -2.00 -2.34 2.52  0.22
H -2.61 -2.54 0.85  0.20
H -2.19 -0.50 1.10  0.20
H -0.57 -0.40 1.59  0.26
H -3.06 -1.22 -0.86  0.20
H -2.01 -0.78 -2.36  0.24
H -2.85 1.08 0.02  0.20
H -1.72 1.55 -1.36  0.23
H -3.33 1.26 -1.65  0.21
H 2.65 -0.16 -1.50  0.38
H 2.66 2.74 1.58  0.25
H 3.97 2.93 0.50  0.23
H 2.49 3.98 0.38  0.24

Its LUMO energy is 0.51 eV. The orbital gap is 9.52 eV. The value obtained for the total energy is -40322.4830 eV. As for the SMILES: CCN(CC)C(=S)S(=O)(=O)NOC(C)=O.